1.
C28H64F7N5O15S5V | ωB97M-V/def2-TZVPD

frontier orbital gap: 2.00 eV
multiplicity: 1
net charge: +1

```
125
Properties=species:S:1:pos:R:3:lowdin_charge:R:1
O -4.63713 -11.60947 -6.14125 -0.237
V -4.75101 -12.00853 -4.51240 1.330
O -4.71939 -10.75604 -3.63311 -0.150
C -2.60125 -5.91007 -2.05626 -0.661
F -3.88543 -6.11218 -2.06521 0.144
F -2.22335 -4.81823 -1.41715 0.138
F -1.94762 -6.97387 -1.48978 0.065
S -1.89382 -5.94039 -3.90401 0.473
O -0.53887 -5.33887 -3.95002 -0.370
O -1.92620 -7.33195 -4.30997 -0.379
O -2.82791 -5.11724 -4.68724 -0.406
C -12.14139 -8.60804 -0.89431 -0.035
C -11.55573 -7.88648 0.39068 -0.152
N -10.37825 -8.59170 1.06100 -0.206
C -9.24972 -8.72031 -0.01996 0.018
C -9.80526 -7.53619 2.12711 -0.119
C -10.63677 -7.59766 3.38842 -0.070
C -10.73965 -10.00330 1.69537 -0.020
C -9.58948 -10.59618 2.59423 -0.172
O -8.42700 -10.79426 1.81411 -0.228
C -7.35556 -11.50670 2.40416 -0.080
H -12.57361 -9.55135 -0.56046 0.073
H -11.39357 -8.86217 -1.64549 0.072
H -12.85519 -8.03137 -1.48256 0.086
H -12.25125 -7.84196 1.22876 0.114
H -11.29913 -6.86603 0.10617 0.124
H -9.23077 -7.80430 -0.61043 0.109
H -9.41810 -9.67488 -0.51851 0.105
H -8.23077 -8.77848 0.36273 0.094
H -9.71964 -6.58927 1.59409 0.131
H -8.79205 -7.83141 2.39977 0.123
H -10.77684 -8.61391 3.75680 0.065
H -11.62062 -7.15016 3.24745 0.083
H -10.19225 -7.00140 4.18528 0.099
H -11.11313 -10.67913 0.92604 0.132
H -11.62418 -9.86865 2.31792 0.122
H -9.73434 -11.58326 3.03330 0.137
H -9.30683 -9.94868 3.42425 0.110
H -7.08750 -11.09027 3.37516 0.089
H -6.53593 -11.29278 1.71820 0.100
H -7.46255 -12.56371 2.64782 0.096
C -6.06853 -4.02471 -10.15620 -0.054
C -5.94286 -4.79274 -11.47098 -0.166
N -5.36148 -6.20550 -11.49758 -0.229
C -6.04605 -7.06806 -10.44037 0.032
C -5.68338 -6.93831 -12.87493 -0.099
C -4.89357 -6.33604 -14.17621 -0.028
C -3.81458 -6.07584 -11.27243 -0.057
C -2.98763 -7.33240 -11.08431 -0.191
O -3.24988 -8.25911 -12.11793 -0.211
C -2.45903 -9.41933 -12.09376 -0.092
H -6.51806 -3.04938 -10.34264 0.091
H -5.14249 -3.79795 -9.62787 0.090
H -6.86867 -4.39049 -9.51271 0.083
H -5.32161 -4.26559 -12.19504 0.122
H -6.92646 -4.91866 -11.92349 0.128
H -5.97041 -6.61285 -9.45286 0.110
H -5.64178 -8.07164 -10.57259 0.107
H -7.09409 -7.06522 -10.73987 0.109
H -6.74602 -6.78154 -13.06022 0.110
H -5.57255 -8.02266 -12.87854 0.114
H -3.81925 -6.43475 -14.02062 0.063
H -5.02211 -5.26168 -14.30789 0.063
H -5.33667 -6.74581 -15.08387 0.082
H -3.74709 -5.49279 -10.35395 0.132
H -3.31737 -5.47098 -12.03073 0.134
H -3.20300 -7.80044 -10.12376 0.130
H -1.91338 -7.14783 -11.08904 0.144
H -2.32217 -9.83669 -11.09618 0.093
H -1.41983 -9.24429 -12.37217 0.091
H -2.79336 -10.19513 -12.78257 0.097
C -4.74161 -21.27099 -2.13523 -0.102
C -5.61138 -21.65195 -3.29733 -0.273
C -5.14876 -21.11075 -4.69237 -0.153
C -5.97537 -21.76284 -5.84223 -0.125
N -5.57011 -21.33048 -7.26984 -0.152
C -4.14324 -21.85870 -7.59207 -0.082
C -4.33483 -22.70074 -8.82547 -0.126
C -5.76465 -23.25470 -8.66244 -0.171
C -6.57151 -22.11290 -8.21023 -0.118
C -5.94031 -19.78384 -7.47157 -0.043
C -5.40811 -19.21326 -8.84711 -0.205
C -5.26504 -17.68397 -8.77847 -0.092
H -4.43257 -20.22572 -2.13753 0.085
H -3.85353 -21.90068 -2.18905 0.078
H -5.23750 -21.54426 -1.20383 0.080
H -6.62076 -21.27942 -3.12276 0.107
H -5.89018 -22.70561 -3.28412 0.107
H -4.07723 -21.27488 -4.80630 0.114
H -5.35829 -20.04130 -4.67066 0.107
H -7.04293 -21.54856 -5.79236 0.128
H -5.97327 -22.83674 -5.65559 0.132
H -3.56877 -20.93342 -7.63602 0.129
H -3.73523 -22.35461 -6.71134 0.127
H -4.21796 -22.04491 -9.68822 0.123
H -3.70219 -23.58836 -8.82605 0.128
H -6.08512 -23.69935 -9.60461 0.131
H -5.83349 -24.02212 -7.89144 0.122
H -6.85991 -21.55933 -9.10382 0.125
H -7.54065 -22.34617 -7.76927 0.137
H -5.61424 -19.25174 -6.57790 0.117
H -7.02996 -19.80499 -7.45386 0.129
H -6.01377 -19.45968 -9.71921 0.108
H -4.42082 -19.65021 -8.99693 0.091
H -4.85367 -17.32657 -9.72247 0.078
H -4.58623 -17.34180 -7.99730 0.080
H -6.21714 -17.18080 -8.60984 0.081
N -8.60582 -13.78152 -4.44698 -0.292
S -9.50524 -14.94399 -3.60680 0.565
O -9.40072 -16.33099 -4.08608 -0.294
O -10.72282 -14.48742 -2.96368 -0.281
F -8.52510 -14.96651 -2.31446 -0.235
S -9.72217 -13.66069 -5.46275 0.405
O -10.96297 -12.94561 -5.13242 -0.301
O -9.75101 -14.79209 -6.40976 -0.312
F -9.02815 -12.57367 -6.40931 -0.230
N -1.80445 -15.01438 -3.73806 -0.302
S -1.24252 -15.80498 -2.27884 0.615
O -0.50096 -15.04425 -1.26485 -0.289
O -0.96620 -17.25051 -2.36330 -0.299
F -2.71597 -15.77538 -1.59294 -0.250
S -0.67263 -15.61588 -4.58197 0.395
O -0.88224 -16.90063 -5.25092 -0.324
O 0.70498 -15.20363 -4.25796 -0.297
F -0.86814 -14.71240 -5.85401 -0.222
```

***

2.
C28H65AsF6N3O15 | ωB97M-V/def2-TZVPD

frontier orbital gap: 7.73 eV
multiplicity: 1
net charge: -1

```
118
Properties=species:S:1:pos:R:3:lowdin_charge:R:1
As -0.07541 -0.35357 -1.10235 0.883
F -1.22522 -0.52875 0.23797 -0.263
F -1.30719 0.56316 -2.07339 -0.300
F 1.00549 -0.04716 -2.46231 -0.272
F 1.13654 -1.31454 -0.27266 -0.259
F -0.80036 -1.81940 -1.88225 -0.288
F 0.53030 1.10856 -0.29933 -0.277
C -2.25874 0.69982 4.45202 -0.069
C -3.32800 0.87088 3.35240 -0.390
C -3.36851 2.18118 2.56626 -0.188
O -4.45109 2.22294 1.63509 -0.185
C -4.72372 3.49269 1.13639 -0.143
N -2.90563 -0.16960 2.44324 0.045
H -2.02900 1.55082 5.09320 0.065
H -1.29220 0.30477 4.13923 0.052
H -2.51702 -0.07767 5.17099 0.065
H -4.30938 0.81944 3.82395 0.134
H -2.40441 2.19820 2.05801 0.127
H -3.50018 3.01435 3.25662 0.115
H -5.70760 3.46316 0.66819 0.074
H -4.13253 3.81296 0.27847 0.088
H -4.95308 4.11423 2.00194 0.082
H -2.71167 -0.98294 3.00978 0.006
H -1.99277 0.10136 2.10652 0.044
C 0.40199 3.24655 -6.62179 -0.069
C 0.89025 2.52066 -5.31181 -0.398
C 0.56592 3.22261 -3.94749 -0.163
O 1.19505 4.52251 -3.81613 -0.207
C 2.58200 4.51432 -3.36686 -0.089
N 0.27050 1.21608 -5.42671 0.027
H 0.50876 2.59319 -7.48771 0.063
H 0.91328 4.20476 -6.71406 0.060
H -0.64991 3.53022 -6.65551 0.063
H 1.98020 2.51652 -5.30187 0.127
H 0.86650 2.60561 -3.10070 0.102
H -0.49397 3.47478 -3.91377 0.122
H 2.64453 3.83564 -2.51622 0.057
H 2.84823 5.52837 -3.06863 0.079
H 3.38453 4.27709 -4.06527 0.075
H -0.73460 1.11961 -5.40293 0.076
H 0.60547 0.57090 -4.72554 0.048
C -4.10377 -1.07511 -3.08065 -0.068
C -4.54102 -1.11722 -1.57556 -0.359
C -3.98176 -2.32468 -0.78695 -0.199
O -4.84989 -2.57090 0.31067 -0.205
C -4.88551 -4.00363 0.70401 -0.061
N -4.16012 0.21016 -0.99182 0.055
H -4.55267 -0.23671 -3.61326 0.062
H -4.40081 -1.95012 -3.65878 0.058
H -3.02878 -0.90752 -3.14706 0.051
H -5.62235 -1.15352 -1.44324 0.126
H -2.97835 -2.24223 -0.36925 0.090
H -4.07812 -3.21713 -1.40530 0.105
H -5.60590 -4.22976 1.49014 0.077
H -3.86032 -4.30035 0.92547 0.072
H -5.31719 -4.57017 -0.12109 0.072
H -4.68793 0.81074 -1.60893 0.053
H -3.18771 0.41230 -1.17527 0.025
C -0.00768 -4.62246 0.71680 -0.035
C -0.77175 -3.53173 1.51215 -0.232
O -1.57782 -4.20187 2.37964 0.013
C -2.29654 -3.61210 3.35858 -0.502
O -2.15079 -2.43898 3.70799 0.088
O -3.20331 -4.50828 3.74887 0.006
C -4.06635 -4.22525 4.83652 -0.046
H 0.87233 -4.90099 1.29655 0.071
H 0.21322 -4.38288 -0.32335 0.061
H -0.57809 -5.54735 0.63132 0.074
H -1.40467 -3.17712 0.69866 0.097
H -0.18763 -2.74071 1.98245 0.121
H -3.39706 -3.96397 5.65621 0.092
H -4.67133 -5.06113 5.18781 0.092
H -4.72948 -3.36217 4.77772 0.099
C -1.32214 -5.21487 -3.43010 -0.075
C 0.00061 -4.72614 -3.58845 -0.270
O 0.93764 -5.77582 -3.83185 0.075
C 2.12793 -5.52752 -4.20367 -0.562
O 2.48843 -4.43621 -4.67227 0.100
O 2.90993 -6.61821 -3.87594 -0.012
C 4.31093 -6.58762 -3.90125 -0.084
H -1.33168 -5.94472 -2.62057 0.092
H -1.47716 -5.63534 -4.42372 0.096
H -1.90984 -4.34805 -3.12787 0.091
H 0.17901 -4.05763 -2.74621 0.114
H 0.04102 -4.05065 -4.44297 0.136
H 4.80421 -7.37798 -3.33547 0.087
H 4.72300 -5.62289 -3.60529 0.095
H 4.74936 -6.76840 -4.88268 0.085
C 7.70810 5.73116 2.43470 -0.068
C 7.27762 4.31981 2.37319 -0.239
O 5.89265 4.27314 2.10024 0.004
C 5.39177 3.51756 1.09429 -0.445
O 6.12506 2.89649 0.24464 0.044
O 4.03094 3.62617 1.13633 -0.013
C 3.22280 2.97619 0.20959 -0.058
H 6.98535 6.39091 1.95462 0.089
H 8.68315 5.89815 1.97700 0.074
H 7.91617 6.11389 3.43387 0.073
H 7.33950 3.73497 3.29093 0.130
H 7.86588 3.73316 1.66758 0.119
H 3.70696 2.47810 -0.63041 0.102
H 2.56790 3.73314 -0.22196 0.090
H 2.56360 2.31815 0.77575 0.079
C 2.19225 -0.36876 2.99805 -0.057
C 1.53846 0.81941 3.62909 -0.236
O 2.46416 1.90448 3.76501 0.012
C 2.01124 3.14882 4.13715 -0.479
O 0.82832 3.52499 4.31472 0.076
O 3.12179 3.93997 4.27221 -0.039
C 2.93021 5.35755 4.28556 -0.041
H 1.53382 -1.23657 3.03651 0.072
H 3.05505 -0.78202 3.52044 0.079
H 2.45180 -0.04998 1.98854 0.074
H 1.22938 0.53407 4.63465 0.123
H 0.66267 1.11391 3.05085 0.119
H 1.93585 5.68078 4.59355 0.091
H 3.07126 5.69934 3.26019 0.088
H 3.80695 5.68306 4.84544 0.094
```